1.
A molecular structure, C8H11O2 in a non-equilibrium geometry. Source: the OMol25 dataset; level of theory: ωB97M-V/def2-TZVPD.

```
21
Properties=species:S:1:pos:R:3:lowdin_charge:R:1
O 3.004 -1.354 0.512 -0.053
H 2.960 -2.044 1.203 0.084
C -1.340 1.806 1.700 -0.098
C -0.972 1.814 0.170 -0.185
C -0.549 0.468 -0.453 -0.141
C -1.397 -0.467 -1.101 -0.039
C -0.932 -1.709 -1.507 -0.098
C 0.425 -1.998 -1.373 -0.074
C 1.270 -1.113 -0.742 -0.012
C 0.816 0.109 -0.291 -0.246
O 1.632 0.942 0.446 0.028
H -1.705 2.829 1.909 0.068
H -2.140 1.081 1.921 0.070
H -0.514 1.617 2.397 0.065
H -1.912 2.112 -0.324 0.102
H -0.156 2.589 0.022 0.124
H -2.457 -0.218 -1.153 0.111
H -1.629 -2.444 -1.929 0.107
H 0.781 -2.950 -1.718 0.103
H 2.326 -1.537 -0.335 -0.025
H 2.488 0.468 0.645 0.108
```

Summary:
Charge: 0
Expectation value of S²: 0.757
Multiplicity: 2
Energy above the lowest of the compared OMol25 structures with the same formula, charge and spin, eV: 2.508
Strongest force on any atom, Eh/bohr: 0.073
HOMO-LUMO gap (alpha / beta), eV: 9.36 / 6.88

=====

2.
C3H2Br2 in the gas phase in a non-equilibrium geometry. Source: the OMol25 dataset; level of theory: ωB97M-V/def2-TZVPD.

```
7
Properties=species:S:1:pos:R:3:lowdin_charge:R:1
C -0.747 0.436 0.763 -0.535
C 1.142 -0.488 -0.125 -0.542
C -0.168 0.127 -0.576 -0.528
Br -1.774 -0.953 1.457 0.686
Br 2.447 0.496 0.665 0.738
H -0.657 -0.693 -1.243 0.123
H -0.242 1.075 -0.942 0.058
```

Summary:
Charge: 0
Multiplicity: 1
Energy above the lowest of the compared OMol25 structures with the same formula, charge and spin, eV: 4.139
Strongest force on any atom, Eh/bohr: 0.081
HOMO-LUMO gap (alpha / beta), eV: 7.05 / 7.07

=====

- Which of these has the lowest multiplicity?
  C3H2Br2

=====

- The highest multiplicity belongs to which entry?
  C8H11O2